Here is a cluster of 8 separate species, C30H61ClO15P in total from the OMol25 dataset. Energies are from the ωB97M-V functional and the def2-TZVPD basis.

Total charge: +1
Calculated total energy: -3109.60695 Eh
HOMO-LUMO gap: 7.3340 eV
Spin multiplicity: 1

Geometry as XYZ:
```
108
Properties=species:S:1:pos:R:3:forces:R:3:lowdin_charge:R:1
H 4.229662 1.783523 3.374626 0.013 0.009 0.003 0.096
H 0.361208 -1.131246 -0.197036 0.033 0.030 0.024 0.081
H -2.271359 -3.138650 -3.305566 0.031 -0.011 -0.004 0.103
H 3.712021 -3.356647 8.075928 -0.063 -0.073 0.027 0.093
C 2.413214 7.480381 -1.739666 -0.156 -0.158 -0.088 0.019
H 2.256707 7.472910 -2.814704 0.072 0.033 -0.005 0.070
H -8.751321 0.612322 -3.761828 0.002 -0.007 0.017 0.090
O -5.967646 2.538945 -3.769392 0.080 -0.228 0.173 -0.050
C 0.256647 -0.564826 -1.121212 0.003 -0.120 -0.015 -0.039
O 3.425393 -0.329029 1.634713 -0.055 -0.107 -0.042 0.092
C -1.873771 -5.679768 -0.343537 0.062 -0.087 -0.188 0.026
C 5.121173 6.982094 -3.635840 0.002 0.033 0.124 -0.057
H -1.064799 -1.035132 1.910080 0.007 -0.015 -0.012 0.098
O 3.991741 5.586633 -1.972049 -0.151 -0.115 0.000 -0.013
C 0.543531 -5.535732 3.080870 -0.104 -0.096 0.078 -0.053
H 4.551707 4.914783 -3.773338 0.010 -0.013 0.030 0.124
C -0.929947 -4.563663 -0.715191 -0.122 -0.025 0.182 -0.511
O 3.089543 -3.517549 4.843345 -0.008 0.102 0.019 -0.006
C -1.074855 2.326043 -4.441558 -0.103 0.350 -0.658 -0.309
H 2.912205 2.716022 2.650916 0.097 0.032 -0.012 0.072
H 0.042699 1.417215 -0.235413 -0.074 -0.037 0.078 0.123
C -1.050459 -4.852669 5.879601 -0.012 0.226 -0.064 0.012
H 6.108501 -4.473186 3.653265 -0.002 0.009 -0.018 0.084
H -3.619979 -2.272439 -1.398805 -0.006 0.014 -0.005 0.074
H 4.934830 -3.354915 6.802476 0.019 -0.069 -0.031 0.071
H 5.273300 7.105430 -4.707941 0.003 -0.014 -0.009 0.085
H 4.556063 -5.306544 3.473101 0.020 0.010 -0.039 0.080
O 1.707264 -3.625853 6.535257 0.123 0.081 0.028 0.092
H -0.088501 -4.388751 5.677962 -0.135 -0.129 0.060 0.031
O 3.820928 1.472106 0.443656 -0.232 -0.080 -0.081 -0.006
O 2.969220 5.889315 -0.062652 -0.187 -0.004 -0.021 0.102
H 0.187301 -3.554536 3.882479 -0.028 -0.041 0.066 0.111
C -2.228372 0.326961 0.778797 -0.071 -0.201 0.173 -0.511
H 0.601301 -6.050352 4.040201 0.051 0.032 0.014 0.073
C 3.492118 0.870042 1.602296 0.162 0.215 0.114 -0.537
C 4.156574 5.846718 -3.372408 0.061 0.052 -0.132 -0.234
O -1.836192 0.526429 -0.511425 -0.083 0.284 -0.356 -0.065
H -7.089144 5.488442 -4.717282 0.035 0.008 -0.089 0.099
C -0.264411 -4.261822 3.185411 0.122 0.060 -0.078 -0.236
H 4.255532 -2.842733 3.350957 -0.093 0.000 0.005 0.120
H 1.252776 -0.388878 -1.525547 0.002 0.039 0.020 0.088
C -7.254918 4.415098 -4.736601 0.023 0.132 0.233 0.030
C -7.916180 1.125146 -4.237207 0.090 0.080 -0.122 -0.057
C -1.187104 0.045588 1.830039 0.031 0.232 -0.026 0.038
P -2.504457 1.399361 -3.925317 -0.527 0.342 0.355 0.682
H 3.006916 8.355990 -1.478485 0.015 0.007 -0.001 0.101
H 2.566555 1.196415 3.477873 0.083 -0.082 0.044 0.088
H -2.562557 -5.971747 -1.131804 -0.044 0.053 0.026 0.073
C -5.963060 3.738817 -4.381793 0.124 -0.222 -0.062 -0.525
H -2.564997 -4.792491 -2.808489 -0.003 -0.009 0.028 0.116
H -1.561461 0.421143 2.778087 -0.065 -0.079 0.017 0.100
H -0.906239 -5.924835 6.018344 -0.005 -0.014 -0.001 0.101
H -1.366017 2.905528 -5.319924 -0.138 0.003 -0.052 0.107
H -8.313732 1.774046 -5.017363 -0.047 0.014 0.026 0.074
H 0.084388 -6.212906 2.360441 0.029 0.019 -0.042 0.073
O -3.257376 -4.675672 4.981437 -0.045 0.002 0.037 0.099
C 5.137945 -4.647701 4.117371 -0.109 -0.070 0.088 -0.058
H -4.589773 -3.362112 -2.411208 -0.001 -0.003 -0.009 0.082
C 4.410521 -3.334811 4.309616 0.134 0.035 -0.121 -0.226
O 0.835752 1.094019 -3.864180 0.556 -0.231 -0.119 0.095
H 5.142087 3.433150 1.849940 -0.021 0.038 0.011 0.071
C -2.072727 -4.655094 4.791847 0.072 -0.130 -0.074 -0.522
C 5.014050 3.580043 0.777338 0.139 -0.128 0.111 -0.056
H -1.448749 -4.436889 6.801153 -0.058 -0.075 0.019 0.096
C -7.134904 1.905641 -3.204832 -0.231 -0.014 0.013 -0.213
H -0.215338 0.491616 1.633051 0.013 -0.068 -0.058 0.070
H -3.665511 2.177045 -4.041410 -0.031 0.129 0.014 0.002
H 5.892320 3.164810 0.282034 -0.022 -0.005 -0.041 0.088
H 0.213097 1.052874 -5.789524 0.111 0.062 -0.107 0.133
C 3.281702 1.712684 2.842537 -0.275 -0.030 -0.070 0.014
H -0.571183 1.257966 -1.867081 0.225 0.085 0.128 0.053
O -4.876413 4.176562 -4.671379 0.096 0.049 -0.091 0.074
H 2.859510 3.306704 0.731795 0.014 0.004 0.044 0.102
H 3.662117 3.048719 -0.799904 0.016 -0.059 -0.017 0.112
H 4.153749 -4.869592 7.279791 0.005 -0.014 -0.008 0.099
H -7.749786 2.645289 -2.693190 0.013 0.045 -0.038 0.119
H 1.449172 7.560784 -1.245385 0.037 0.039 0.088 0.092
H -7.279012 0.380512 -4.714898 -0.012 -0.034 0.029 0.081
H -8.078095 4.176291 -4.069206 0.003 -0.079 -0.031 0.080
O -1.316498 -3.628306 -1.618019 0.100 0.066 -0.151 -0.025
C -2.476082 -3.770011 -2.439630 -0.167 -0.017 0.055 -0.240
Cl -2.739217 -0.169816 -5.065307 -0.062 -0.445 -0.315 0.440
H -6.737751 1.240392 -2.440807 0.053 0.025 0.001 0.125
O -1.640967 -4.503324 3.513768 -0.043 0.097 -0.058 -0.019
H 4.973421 -2.638235 4.931398 0.002 -0.022 0.027 0.112
H -3.953493 -3.912403 -0.859517 -0.021 -0.026 -0.015 0.076
H -2.445547 -5.365124 0.531216 0.005 0.007 0.020 0.102
H 5.298776 -5.164495 5.063667 0.042 0.027 0.010 0.070
H -0.301393 -1.193047 -1.817158 0.049 -0.052 -0.020 0.072
C -3.734919 -3.304053 -1.735870 0.051 0.026 0.047 -0.054
O 0.137230 -4.422776 -0.188302 0.058 0.059 -0.007 0.107
H 1.555542 -5.306818 2.748012 -0.005 0.019 -0.019 0.078
H -0.849934 3.029226 -3.639193 0.170 -0.058 0.125 0.115
H -1.275565 -6.543847 -0.068642 0.023 0.029 0.083 0.094
H -0.307756 -3.777873 2.210756 0.032 -0.015 -0.015 0.095
C 3.760739 2.901827 0.273669 0.149 0.101 0.009 -0.239
H -7.525242 4.124363 -5.751740 -0.005 -0.016 -0.008 0.105
H 3.187835 6.015160 -3.845814 -0.006 0.014 0.029 0.108
H 4.964972 4.646667 0.580107 -0.032 0.012 -0.022 0.063
C 3.999949 -3.801462 7.127742 0.020 0.227 -0.004 0.019
H 6.082559 6.770610 -3.169436 0.018 -0.013 -0.027 0.087
C 3.112968 6.257342 -1.197064 0.216 0.198 0.001 -0.515
C 0.116718 1.415508 -4.757842 -0.374 0.065 0.650 -0.296
H -2.393925 0.943389 -2.609116 -0.011 -0.049 0.119 0.015
H 4.753429 7.925183 -3.232096 -0.028 0.009 -0.037 0.071
C -0.475574 0.737062 -0.913125 0.224 -0.172 0.076 -0.247
O -3.404739 0.327319 0.997098 -0.009 0.026 -0.038 0.119
C 2.851769 -3.621844 6.164186 0.033 -0.134 -0.021 -0.510
```
Forces are in eV/Å.